# 1
This record from the Open Molecules 2025 dataset describes a structure of composition C25H22F3N2PRuSSe2. The level of theory is the ωB97M-V functional and the def2-TZVPD basis.

Summary:
- ΔE to the lowest compared entry with this formula, charge and spin (kJ/mol) = 0.0
- HOMO level (eV) = -14.0336
- LUMO level (hartree) = -0.301
- total charge = +2
- electronic energy (Ha) = -7011.7256
- frontier orbital gap (eV) = 5.830

Last column: Mulliken charge in e.
Geometry (Å):
Ru (0.24, -0.85, -0.01)  -0.0323
Se (0.28, 0.19, 2.12)  -0.2132
Se (-1.92, -1.56, 0.50)  -0.1103
S (1.87, -2.33, -0.37)  -0.3725
P (-1.39, -1.17, 2.66)  0.4804
F (1.58, 6.32, -5.78)  -0.2349
F (-0.01, 7.24, -4.64)  -0.2332
F (2.04, 7.44, -3.99)  -0.2644
N (1.15, -3.06, -2.89)  -0.0915
N (2.66, -1.47, -2.83)  0.2432
C (1.61, 3.96, -1.87)  -0.6075
C (1.88, -2.26, -2.13)  0.3218
C (1.16, 6.61, -4.54)  0.7944
C (-4.97, -0.42, 4.40)  -0.7736
C (0.49, -2.76, 3.93)  -0.2512
C (0.03, -4.99, 4.70)  -0.4832
C (0.91, -3.92, 4.56)  -0.7209
C (2.47, -1.72, -4.28)  -0.4846
C (0.44, 0.75, -0.93)  -0.2404
C (1.46, -2.88, -4.31)  -0.5332
C (-1.69, -3.75, 3.58)  -0.4284
C (-3.95, -1.04, 3.69)  -0.3659
C (-3.55, 1.49, 4.81)  -0.7112
C (-2.52, 0.89, 4.10)  -0.3992
C (-0.06, 3.21, -3.48)  -0.5907
C (3.61, -0.48, -2.36)  -0.8678
C (1.01, 5.34, -3.74)  0.2983
C (1.76, 5.13, -2.59)  -0.5918
C (-2.72, -0.38, 3.55)  1.3699
C (-0.81, -2.67, 3.45)  1.1597
C (0.54, 1.80, -1.58)  0.4794
C (0.70, 2.99, -2.31)  0.7130
C (0.09, 4.38, -4.18)  -0.8315
C (-4.77, 0.83, 4.96)  -0.4831
C (-1.27, -4.90, 4.21)  -0.7791
H (3.37, -0.20, -1.34)  0.2898
H (1.91, -3.99, 4.95)  0.4181
H (-0.77, 2.46, -3.80)  0.4764
H (1.89, -3.80, -4.72)  0.3212
H (3.55, 0.40, -3.00)  0.3391
H (-1.94, -5.74, 4.31)  0.4142
H (0.56, -2.64, -4.87)  0.3187
H (0.55, -3.77, -2.51)  0.2110
H (3.43, -1.98, -4.73)  0.3469
H (-1.58, 1.40, 3.98)  0.2197
H (-2.70, -3.70, 3.19)  0.2148
H (2.09, -0.82, -4.75)  0.3169
H (4.62, -0.88, -2.40)  0.2983
H (-0.49, 4.57, -5.07)  0.4280
H (-5.92, -0.92, 4.51)  0.4115
H (0.36, -5.89, 5.19)  0.4184
H (2.18, 3.79, -0.97)  0.4869
H (2.46, 5.89, -2.26)  0.5071
H (1.17, -1.92, 3.84)  0.3394
H (-4.12, -2.01, 3.25)  0.2340
H (-3.40, 2.47, 5.25)  0.4140
H (-5.57, 1.31, 5.52)  0.4110

=====

# 2
This record from the Open Molecules 2025 dataset describes a structure of composition C17H35GaNO10P2 at a distorted geometry. The level of theory is the ωB97M-V functional and the def2-TZVPD basis.

Summary:
- HOMO level (eV) = -4.5158
- LUMO level (hartree) = 0.040
- total charge = -1
- electronic energy (Ha) = -4083.4205
- frontier orbital gap (eV) = 5.617

Last column: Mulliken charge in e.
Geometry (Å):
Ga (-0.79, 0.62, -0.71)  0.2270
P (5.08, -5.06, -0.87)  1.0153
P (-6.59, 1.83, 2.70)  0.7945
O (-5.43, 1.53, 1.83)  -0.3479
O (-7.79, 2.22, 1.67)  -0.4504
O (-6.07, 1.20, 4.15)  -0.2837
O (3.07, 0.92, -0.67)  -0.3958
O (4.90, -6.58, -1.52)  -0.3013
O (3.71, -4.52, -1.03)  -0.6114
O (-6.62, 3.36, 3.27)  -0.2995
O (6.13, -4.55, -2.00)  -0.2879
O (3.57, 0.80, 1.50)  -0.6096
O (5.80, -4.12, 0.25)  -0.4418
N (0.02, 5.07, -2.66)  -0.6936
C (-0.89, 3.65, -0.92)  -0.2829
C (-0.61, 4.87, -1.51)  -0.2643
C (3.18, 1.46, 0.56)  0.8693
C (0.19, 2.65, -2.78)  -0.0992
C (-2.75, 0.15, -0.48)  -0.8897
C (6.25, -5.14, -3.29)  -0.5943
C (-5.90, 3.80, 4.42)  -0.5730
C (-7.01, 0.44, 4.93)  -0.7617
C (2.84, 2.92, 0.68)  -0.8802
C (-7.40, 2.94, 0.49)  -0.4974
C (5.51, -7.69, -0.83)  -0.7495
C (0.39, 3.94, -3.26)  -0.4347
C (-0.47, 2.47, -1.56)  0.2210
C (0.20, -0.84, -1.79)  -1.2035
C (5.46, -2.73, 0.22)  -0.5596
C (1.71, -0.58, -1.98)  -0.3566
C (2.42, -0.37, -0.63)  0.3533
H (-3.41, 0.47, -1.30)  0.2602
H (5.09, -7.79, 0.18)  0.3288
H (-7.34, -0.44, 4.38)  0.3312
H (-7.88, 1.05, 5.20)  0.3476
H (6.17, -2.21, 0.86)  0.3253
H (3.40, 3.48, -0.08)  0.3040
H (0.93, 4.05, -4.21)  0.3260
H (5.30, -8.59, -1.39)  0.2364
H (1.89, 0.32, -2.57)  0.2032
H (3.13, 3.31, 1.66)  0.3342
H (1.77, 3.10, 0.56)  0.0839
H (-6.32, 3.36, 5.32)  0.2053
H (-4.84, 3.56, 4.34)  0.2893
H (3.17, -1.17, -0.51)  -0.6475
H (5.29, -5.17, -3.81)  0.2972
H (0.55, 1.81, -3.37)  0.2601
H (6.67, -6.14, -3.22)  0.2087
H (-0.95, 5.77, -0.98)  0.3245
H (-6.02, 4.88, 4.48)  0.2571
H (0.12, -1.75, -1.18)  0.3834
H (-1.38, 3.61, 0.04)  0.3460
H (-0.30, -1.07, -2.74)  0.4727
H (-6.90, 2.28, -0.21)  0.2522
H (5.54, -2.32, -0.79)  0.2681
H (-2.84, -0.94, -0.38)  0.3139
H (-3.10, 0.57, 0.47)  0.1010
H (4.46, -2.56, 0.62)  0.2707
H (2.16, -1.42, -2.53)  0.3092
H (-6.76, 3.78, 0.75)  0.2648
H (-8.31, 3.31, 0.03)  0.2292
H (-0.11, 0.65, 0.77)  -0.3510
H (1.70, -0.44, 0.19)  0.4221
H (6.94, -4.53, -3.86)  0.2521
H (-6.51, 0.12, 5.85)  0.2368
H (6.59, -7.55, -0.76)  0.3424

=====

# 3
This record from the Open Molecules 2025 dataset describes a structure of composition C49H40FLaN5O4S3 at a distorted geometry. The level of theory is the ωB97M-V functional and the def2-TZVPD basis.

Summary:
- ΔE to the lowest compared entry with this formula, charge and spin (kJ/mol) = 110.1
- HOMO level (eV) = -13.7062
- LUMO level (hartree) = -0.245
- total charge = +3
- electronic energy (Ha) = -3791.3190
- frontier orbital gap (eV) = 7.051

Last column: Mulliken charge in e.
Geometry (Å):
La (-1.85, -0.01, -0.74)  1.6801
S (-4.44, 4.97, 1.58)  -0.1426
S (-3.99, -1.55, -2.42)  0.0469
S (2.50, -2.43, -4.27)  -0.0525
F (4.27, 1.33, 3.36)  -0.3292
O (-1.56, -2.19, -0.18)  -0.8258
O (-2.68, -0.91, 1.20)  -0.8446
O (0.10, 0.01, 0.80)  -0.8388
O (-3.80, -0.16, -1.74)  -0.6654
N (6.45, -1.33, 6.92)  -0.1568
N (-1.75, 2.42, -0.91)  0.0317
N (-0.10, 0.64, -2.33)  0.0304
N (0.48, -2.62, 3.91)  0.2361
N (4.48, -0.43, 5.54)  0.1828
C (-7.06, -2.55, -4.72)  -0.6806
C (0.79, 2.46, -3.59)  0.6071
C (3.62, -2.79, -5.50)  -0.3953
C (-2.67, -1.53, -3.64)  1.0708
C (0.55, -3.57, 5.02)  -0.3307
C (1.62, 1.55, -4.25)  -0.5802
C (1.45, -1.62, 3.76)  -0.3826
C (1.61, 0.21, -3.95)  0.8073
C (-1.70, 5.11, -1.44)  -0.3913
C (-0.87, 4.25, -2.17)  0.6225
C (5.68, 0.36, 5.29)  -0.7124
C (4.12, -0.49, 6.96)  -0.6315
C (-1.18, -2.71, -5.08)  -0.7696
C (3.97, -1.68, -6.20)  -0.6397
C (2.49, -1.51, 4.69)  -0.6664
C (3.35, 0.36, 3.48)  0.3532
C (-2.54, 4.65, -0.45)  0.8218
C (6.70, 0.06, 6.40)  -0.7647
C (-1.51, -0.33, -5.35)  -0.7456
C (2.36, 0.26, 2.56)  -0.6157
C (-2.50, 3.27, -0.23)  -0.5365
C (0.81, 3.87, -3.88)  -1.1497
C (3.30, -0.52, -5.72)  -0.5157
C (0.71, -0.18, -2.96)  -0.8186
C (1.37, -0.72, 2.69)  0.7905
C (-0.93, 2.89, -1.89)  -0.0600
C (-5.07, 6.52, 1.90)  -0.3997
C (-0.54, -2.69, 3.04)  -0.2189
C (-6.80, -0.16, -4.92)  -0.8029
C (1.63, -4.60, 5.03)  -0.4114
C (0.21, -5.00, 4.77)  -0.9955
C (-2.08, -2.72, -4.02)  -0.8205
C (0.02, 4.73, -3.20)  -1.1909
C (-0.07, 1.97, -2.61)  -0.2261
C (-0.91, -1.53, -5.75)  -0.6333
C (3.44, -0.52, 4.58)  -1.0292
C (2.47, -0.76, -4.67)  0.4873
C (5.14, -1.38, 7.69)  -0.7486
C (0.27, -0.80, 1.76)  1.5077
C (-5.36, -1.41, -3.52)  0.9146
C (-7.45, -1.34, -5.27)  -0.5094
C (-3.57, 6.89, 0.18)  -0.4306
C (-1.77, -1.76, 0.99)  0.6440
C (-5.74, -0.18, -4.03)  -0.2020
C (-0.67, -1.84, 1.99)  -0.3719
C (-3.42, 5.55, 0.33)  0.2864
C (-6.01, -2.60, -3.83)  -0.3598
C (-4.51, 7.46, 1.08)  -0.5721
C (-2.38, -0.33, -4.28)  -0.2769
H (-7.59, -3.46, -4.98)  0.4242
H (-2.87, 0.59, -3.97)  0.3578
H (-0.71, -3.64, -5.39)  0.4975
H (3.97, -3.81, -5.64)  0.4413
H (2.31, -4.62, 4.18)  0.2342
H (-3.12, 2.84, 0.55)  0.4005
H (4.67, -1.68, -7.02)  0.4361
H (-2.32, -3.65, -3.51)  0.4813
H (4.84, -2.42, 7.75)  0.4363
H (-1.66, 6.17, -1.66)  0.4085
H (0.64, -1.23, -2.68)  0.4020
H (-0.23, -1.53, -6.59)  0.4674
H (3.14, -0.92, 7.09)  0.4416
H (-0.03, -5.30, 3.76)  0.3627
H (7.21, -1.65, 7.51)  0.3463
H (7.72, 0.11, 6.03)  0.3949
H (-0.34, -5.52, 5.54)  0.2641
H (-5.71, -3.54, -3.38)  0.4283
H (-7.13, 0.79, -5.34)  0.4178
H (0.04, 5.79, -3.42)  0.4809
H (-3.02, 7.49, -0.55)  0.3586
H (5.51, 1.44, 5.29)  0.4101
H (-5.82, 6.65, 2.67)  0.4242
H (2.29, 1.93, -5.02)  0.4269
H (2.55, -2.22, 5.50)  0.8200
H (5.35, -1.01, 8.69)  0.3761
H (-4.77, 8.51, 1.12)  0.4133
H (-8.28, -1.31, -5.97)  0.4119
H (2.31, 0.97, 1.74)  0.6466
H (4.09, 0.51, 7.40)  0.3333
H (6.10, 0.09, 4.33)  0.5275
H (1.48, 4.24, -4.65)  0.4962
H (3.44, 0.47, -6.16)  0.3944
H (-5.24, 0.73, -3.73)  0.3914
H (6.39, -1.97, 6.13)  0.3738
H (-1.29, 0.60, -5.87)  0.5002
H (6.61, 0.72, 7.25)  0.3678
H (2.08, -4.86, 5.98)  0.3196
H (-1.27, -3.47, 3.24)  0.7666
H (0.24, -3.14, 5.96)  0.4386

=====

# 4
This record from the Open Molecules 2025 dataset describes a structure of composition C22H19Br2Cl3N3O2S3SiW. The level of theory is the ωB97M-V functional and the def2-TZVPD basis.

Summary:
- ΔE to the lowest compared entry with this formula, charge and spin (kJ/mol) = 0.0
- spin multiplicity = 3
- HOMO level (spin up / spin down) (eV) = -10.2388 / -10.5241
- ⟨S²⟩ = 2.024
- LUMO level (spin up / spin down) (hartree) = -0.106 / -0.131
- total charge = +1
- electronic energy (Ha) = -9244.3142
- frontier orbital gap (spin up / spin down) (eV) = 7.347 / 6.969

Last column: Mulliken charge in e.
Geometry (Å):
W (-0.26, 0.21, 0.81)  0.7266
Br (4.70, -4.87, 1.20)  -0.1976
Br (2.39, -1.94, -3.02)  -0.1487
Cl (-2.07, 0.39, 2.50)  -0.3981
Cl (-0.11, 1.56, 4.77)  -0.2695
Cl (-0.91, 3.63, 2.28)  -0.2873
S (-1.88, -1.78, 0.44)  -0.4819
S (1.69, 1.59, 0.12)  -0.3944
S (2.18, 2.58, 2.94)  -0.2583
Si (0.05, 1.86, 2.72)  0.6537
O (3.63, 3.02, 0.81)  -0.2463
O (0.74, -0.74, -0.72)  -0.1890
N (0.90, -1.24, 1.89)  0.4399
N (-1.62, 1.33, -0.70)  0.1563
N (-2.52, -3.56, -1.35)  -0.0282
C (-3.03, 3.66, -1.39)  1.1014
C (2.48, -2.30, -1.18)  0.0678
C (1.63, -1.64, -0.33)  0.4876
C (-1.61, -2.34, -3.56)  -0.4568
C (-2.69, -4.18, -2.54)  -0.3013
C (2.58, 2.43, 1.30)  0.4828
C (-2.91, 1.49, -0.36)  -0.3872
C (-3.64, 2.62, -0.70)  -0.9761
C (-1.45, -1.73, -2.34)  -0.4926
C (-2.24, -3.59, -3.68)  -0.6449
C (0.87, -1.52, 3.18)  0.0526
C (3.47, -3.57, 0.62)  -0.0717
C (-1.91, -2.35, -1.17)  0.6985
C (3.40, -3.26, -0.71)  -0.4053
C (1.74, -1.94, 1.06)  0.0084
C (-1.06, 2.31, -1.43)  -0.3062
C (2.58, -3.18, 2.94)  -0.5975
C (-3.76, 4.93, -1.70)  -1.4472
C (4.49, 3.80, 1.67)  -0.8191
C (1.71, -2.50, 3.74)  -1.2799
C (2.62, -2.92, 1.55)  0.2953
C (-1.71, 3.47, -1.79)  -1.0324
H (3.25, -3.93, 3.36)  0.3892
H (-0.04, 2.13, -1.76)  0.6609
H (-1.19, 4.22, -2.36)  0.4654
H (1.65, -2.70, 4.80)  0.4463
H (-0.95, -0.78, -2.26)  0.5211
H (-4.68, 2.68, -0.39)  0.3643
H (-1.23, -1.85, -4.45)  0.4658
H (-3.74, 5.12, -2.78)  0.3656
H (-3.27, 5.77, -1.21)  0.3293
H (0.18, -0.97, 3.79)  0.4910
H (-4.79, 4.89, -1.37)  0.3560
H (-2.85, -4.01, -0.51)  0.2576
H (4.04, -3.76, -1.42)  0.4576
H (5.27, 4.17, 1.02)  0.2525
H (-3.19, -5.13, -2.50)  0.4269
H (3.92, 4.62, 2.11)  0.3831
H (4.91, 3.17, 2.45)  0.3813
H (-2.37, -4.08, -4.63)  0.4216
H (-3.37, 0.69, 0.20)  0.5116